*a*
Density functional theory data (ωB97M-V/def2-TZVPD) for a 2-piece molecular cluster, C4H8N2 overall.

Atoms and positions in Å:
C  -0.6082  0.0739  -0.4951
C  -1.5412  -2.1435  -1.5692
C  -1.8214  -0.9214  -1.1580
C  0.0201  1.2825  1.1650
N  2.2421  1.7746  1.8346
N  1.2792  1.0487  1.0849
H  0.2622  -0.6268  -0.4612
H  -0.5992  0.8831  -1.1561
H  -0.6164  -2.4435  -1.1798
H  -2.1651  -2.8171  -2.0736
H  -2.8489  -0.5791  -1.2061
H  1.7582  2.5105  2.2770
H  2.6364  1.2751  2.5770
H  2.0021  0.6831  0.3605

Values from the calculation:
- LUMO energy (eV) = 0.70
- E_HOMO (eV) = -8.151

*b*
Density functional theory data (ωB97M-V/def2-TZVPD) for C4H8N2 as an isolated structure.

Atoms and positions in Å:
C  -0.9363  2.1603  0.4504
C  -0.3582  0.3304  0.1350
N  -1.1817  -0.2442  -0.7555
C  1.0649  -1.3914  0.5258
C  1.8448  -1.7283  -0.4901
N  0.6014  0.3934  0.8792
H  -2.0976  0.1680  -0.8674
H  -1.0801  -1.2450  -0.8618
H  0.8786  -2.0333  1.3826
H  -1.9541  2.0504  0.8196
H  -0.2955  2.6666  1.1647
H  -0.8822  2.6048  -0.5406
H  2.4097  -2.6607  -0.4980
H  1.9864  -1.0710  -1.3438

Values from the calculation:
- LUMO energy (eV) = 0.96
- E_HOMO (eV) = -8.191

*c*
Density functional theory data (ωB97M-V/def2-TZVPD) for one molecule with the formula C4H8N2.

Atoms and positions in Å:
H  -1.3235  -1.9538  0.4590
N  -1.1419  -1.3500  -0.3544
C  -0.6707  -0.1353  -0.0708
C  -1.5767  1.0595  -0.0806
C  0.7572  -0.1253  0.0228
C  1.2011  -1.4346  -0.0992
N  1.5879  0.9800  -0.1212
H  -1.2895  1.7708  0.6977
H  -2.6105  0.7691  0.1332
H  -1.5651  1.5547  -1.0553
H  2.2215  -1.6493  -0.4133
H  0.8269  -2.3027  0.4288
H  1.1413  1.8762  0.0313
H  2.4421  0.9406  0.4221

Values from the calculation:
- LUMO energy (spin up / spin down) (eV) = -0.33 / -0.31
- structure (SMILES) = [H]/N=C(/C)C(=C)N
- E_HOMO (spin up / spin down) (eV) = -7.182 / -7.123

*d*
Density functional theory data (ωB97M-V/def2-TZVPD) for a 2-piece molecular cluster, C4H8N2 overall.

Atoms and positions in Å:
C  -1.5107  0.1731  -0.0140
C  0.5606  0.6288  -1.2829
C  0.5379  0.5883  1.2945
C  -0.1273  0.2239  0.0248
N  -2.6507  0.2240  -0.0544
N  0.1429  -1.9215  -0.0727
H  1.4246  0.1681  -1.7457
H  -0.2570  0.6294  -1.9803
H  0.8010  1.7439  -1.0491
H  0.2075  1.6851  1.4430
H  1.5418  0.4109  1.4214
H  0.1026  -0.0082  2.0248
H  -0.2592  -2.2894  0.7658
H  -0.5141  -2.2566  -0.7751

Values from the calculation:
- LUMO energy (spin up / spin down) (eV) = -0.24 / -0.24
- E_HOMO (spin up / spin down) (eV) = -9.210 / -9.208

*d* (0.714 eV below the next structure)

*a*
Density functional theory data (ωB97M-V/def2-TZVPD) for one molecule with the formula C4H8N2.

Atoms and positions in Å:
C  -0.5264  -1.4931  -0.7540
N  -0.3583  0.0403  -0.5103
C  0.9420  0.7116  -0.8111
C  -0.8672  0.4082  0.8287
C  0.0470  -0.0393  1.8867
N  0.7611  -0.3456  2.7415
H  0.2231  -1.6753  -1.5433
H  -1.0518  0.3799  -1.1699
H  -0.1328  -1.9718  0.1579
H  1.7194  0.2617  -0.1915
H  0.8962  1.7930  -0.6254
H  1.1733  0.5361  -1.8626
H  -1.8292  -0.0996  0.9347
H  -0.9964  1.4939  0.9186

Values from the calculation:
- LUMO energy (eV) = 0.33
- E_HOMO (eV) = -7.072

*b*
Density functional theory data (ωB97M-V/def2-TZVPD) for C4H8N2 as an isolated structure.

Atoms and positions in Å:
C  1.4335  0.9779  -1.5376
C  1.3959  0.0407  -0.4801
C  -0.4983  0.4324  2.7200
C  -0.6294  -1.3616  -1.3316
N  -0.0297  0.8300  -2.0147
N  0.1207  -0.3314  -1.1543
H  2.1060  1.6186  -1.9306
H  -1.0290  1.3210  3.2166
H  0.0832  0.5553  1.8558
H  -1.3669  -0.3827  2.5317
H  -1.3639  -1.5954  -1.9777
H  -0.2074  -2.1997  -0.7429
H  0.0899  -0.1751  3.7315
H  -0.1046  0.2701  -2.8862

Values from the calculation:
- LUMO energy (eV) = -0.28
- E_HOMO (eV) = -8.769

*a* (3.924 eV below the next structure)

*a*
Density functional theory data (ωB97M-V/def2-TZVPD) for C4H8N2 as an isolated structure.

Atoms and positions in Å:
C  -1.4145  -0.0581  0.1819
C  0.8043  -1.1500  0.0096
C  1.4062  0.1904  0.0394
C  -0.6981  1.2010  -0.3187
H  -2.5260  -0.1124  -0.1157
H  -1.6609  -0.2095  1.1978
H  -0.5622  -0.9473  -1.3400
H  1.1748  -2.0638  -0.5277
H  0.7008  -1.6369  1.0432
H  2.5500  -0.0194  0.0552
H  1.2975  2.2551  -0.0295
H  -1.1866  2.4119  0.1949
N  -0.5849  -1.1386  -0.2928
N  0.6994  1.2776  -0.0977

Values from the calculation:
- LUMO energy (eV) = 0.60
- E_HOMO (eV) = -6.684

*b*
Density functional theory data (ωB97M-V/def2-TZVPD) for a 2-piece molecular cluster, C4H8N2 overall.

Atoms and positions in Å:
C  2.0308  0.0798  0.2312
C  0.6156  0.6380  0.3021
N  -0.2929  -0.2368  -0.4246
C  -1.4664  0.1569  -0.9132
C  -2.6329  -0.6359  0.6233
N  -2.3102  -1.6731  1.0665
H  2.3786  0.0268  -0.8052
H  2.0722  -0.9282  0.6586
H  2.7176  0.7123  0.7995
H  0.2774  0.7213  1.3450
H  0.5665  1.6353  -0.1493
H  -0.3966  -1.1607  -0.0136
H  -2.0413  -0.5428  -1.4930
H  -1.5183  1.2071  -1.2271

Values from the calculation:
- LUMO energy (eV) = -0.05
- E_HOMO (eV) = -9.643

*c*
Density functional theory data (ωB97M-V/def2-TZVPD) for one molecule with the formula C4H8N2.

Atoms and positions in Å:
C  -1.0930  0.5741  1.3396
N  0.0400  -0.0258  2.0776
C  0.2524  0.4944  0.7474
C  -0.3306  0.3311  -1.4951
C  1.0050  -0.2211  -1.7231
N  0.4370  -0.4428  -0.3579
H  -1.4813  1.5073  1.7444
H  -1.8647  -0.0747  0.9224
H  -0.0310  -1.0398  2.0623
H  0.8599  1.3848  0.6244
H  -1.1209  -0.3663  -1.7756
H  1.8959  0.4083  -1.7677
H  1.1458  -1.1782  -2.2393
H  0.2586  -1.4278  -0.1631

Values from the calculation:
- LUMO energy (eV) = 0.79
- E_HOMO (eV) = -7.386

*d*
Density functional theory data (ωB97M-V/def2-TZVPD) for one molecule with the formula C4H8N2.

Atoms and positions in Å:
H  -2.1996  -1.1838  -0.3944
N  -2.5394  -0.3159  -0.1927
C  -1.7732  0.7569  0.0571
N  -0.4285  0.4177  -0.3405
C  0.9191  1.0647  -0.0435
C  1.5592  -0.3563  -0.2347
C  0.0339  -1.0618  0.1672
H  -2.1446  1.7117  0.3772
H  1.1695  1.0933  1.2226
H  1.1685  2.1236  -0.5041
H  2.5825  -0.8662  0.3019
H  1.8582  -0.2895  -1.4087
H  -0.4387  -2.0328  -0.4964
H  0.2331  -1.0616  1.4891

Values from the calculation:
- LUMO energy (eV) = 0.70
- structure (SMILES) = [H]/N=C\N1CCC1
- E_HOMO (eV) = -8.826

*b* (2.628 eV below the next structure)

*a*
Density functional theory data (ωB97M-V/def2-TZVPD) for C4H8N2 as an isolated structure.

Atoms and positions in Å:
C  0.6487  1.3971  -0.3179
C  -0.8138  0.3669  -0.9675
N  0.5093  -1.8304  1.4743
C  -0.9406  -0.7120  -0.0954
C  -0.0304  -0.6943  0.9648
N  -1.1945  0.6463  -2.1319
H  -1.1668  1.6380  -2.3669
H  1.1939  -1.7600  2.2151
H  0.5750  -2.6360  0.8669
H  -1.5608  -1.5693  -0.3413
H  0.0310  0.1357  1.6552
H  0.1790  2.3823  -0.3387
H  1.2924  1.2740  -1.1878
H  1.2778  1.3617  0.5710

Values from the calculation:
- LUMO energy (eV) = 0.64
- E_HOMO (eV) = -7.966

*b*
Density functional theory data (ωB97M-V/def2-TZVPD) for one molecule with the formula C4H8N2.

Atoms and positions in Å:
C  0.1956  -1.3925  -0.6349
N  0.0309  0.0809  -0.5273
C  1.1348  0.6688  0.2733
C  -1.3386  0.4754  -0.0706
C  -1.4358  1.1135  1.1673
N  -1.5415  1.6974  2.1792
H  1.1732  -1.6260  -1.0682
H  -0.5957  -1.7833  -1.2771
H  0.0964  -1.8141  0.3659
H  1.0675  0.2900  1.2931
H  1.0205  1.7531  0.2850
H  2.0794  0.3820  -0.1951
H  -2.0615  -0.2923  -0.3196
H  0.1748  0.4471  -1.4710

Values from the calculation:
- LUMO energy (eV) = 0.31
- E_HOMO (eV) = -7.058

*b* (0.559 eV below the next structure)